No. 1
Computed, not measured: an isolated molecule of C17H13N3O2S3 in a non-equilibrium geometry, with ωB97M-V/def2-TZVPD.

## Properties
SMILES string	Cc1c(NS(=O)(=O)c2cccs2)cccc1-c1nc2cccnc2s1
LUMO	0.11	eV
energy	-58910.7122	eV
frontier orbital gap	8.91	eV
molecular weight	387.51	g/mol

Positions of all 38 atoms, in Å:
C  0.74345  0.59183  -0.23250
C  0.39452  -0.86005  -0.30324
C  1.42208  -1.79688  -0.45392
N  2.75451  -1.35553  -0.57895
S  3.54889  -0.66321  0.74234
O  4.76561  -1.40324  0.90211
O  2.66226  -0.51311  1.85223
C  3.98459  0.94263  0.13841
C  4.71591  1.24027  -0.97045
C  4.92011  2.62861  -1.11592
C  4.34717  3.34231  -0.10924
S  3.54885  2.33871  1.03543
C  1.14907  -3.15858  -0.50772
C  -0.14836  -3.61584  -0.37638
C  -1.17286  -2.71104  -0.19482
C  -0.91456  -1.33853  -0.17534
C  -2.09053  -0.49078  -0.01556
N  -3.01782  -0.75771  0.82656
C  -4.07306  0.09139  0.73644
C  -5.23302  0.09852  1.50465
C  -6.18149  1.06295  1.22186
C  -5.94946  1.97914  0.19663
N  -4.85737  1.99279  -0.54497
C  -3.95363  1.07465  -0.27684
S  -2.43911  0.88296  -1.10084
H  1.58177  0.79910  -0.89507
H  1.04052  0.83513  0.78741
H  -0.09036  1.22688  -0.50983
H  3.36309  -2.07654  -0.94151
H  5.08612  0.49217  -1.64620
H  5.46709  3.06970  -1.92903
H  4.35064  4.40517  0.02799
H  1.96380  -3.85586  -0.64255
H  -0.35540  -4.67433  -0.40614
H  -2.19042  -3.04778  -0.07596
H  -5.36740  -0.63106  2.28776
H  -7.09888  1.11259  1.78690
H  -6.67630  2.74258  -0.04377

---

No. 2
Computed, not measured: an isolated molecule of C17H13NO3 in a non-equilibrium geometry, with ωB97M-V/def2-TZVPD.

## Properties
SMILES string	CC(=O)N(C)c1ccc2c(c1)C(=O)c1ccccc1C2=O
LUMO	-1.13	eV
energy	-25463.0172	eV
frontier orbital gap	7.67	eV
ΔE to the lowest compared entry with this formula, charge and spin	224.6	kcal per mole
molecular weight	279.29	g/mol

Positions of all 34 atoms, in Å:
C  -2.80258  -3.29989  -0.06608
C  -1.95738  -3.74240  -1.37858
O  -1.87276  -4.95465  -1.71596
N  -1.28468  -2.70672  -2.24769
C  -2.42824  -1.76083  -2.59076
C  -0.31345  -1.95976  -1.39568
C  0.40775  -2.61943  -0.16440
C  1.39609  -1.84088  0.76154
C  1.65197  -0.35576  0.42677
C  0.92724  0.30208  -0.80628
C  -0.04614  -0.45656  -1.73061
C  1.21242  1.87061  -1.06384
O  1.41055  2.35612  -2.20841
C  1.26824  2.75664  0.28448
C  0.62072  4.15670  0.42040
C  0.73159  4.86277  1.80402
C  1.49901  4.22122  3.00054
C  2.16223  2.80539  2.88468
C  2.00342  2.10014  1.51195
C  2.60555  0.61739  1.29301
O  3.72345  0.24906  1.71978
H  -2.26226  -3.80642  0.81951
H  -2.70883  -2.16731  0.14244
H  -3.88932  -3.63348  -0.11851
H  -2.69063  -1.06215  -1.70925
H  -2.24480  -1.18411  -3.55601
H  -3.36499  -2.42212  -2.73500
H  0.21784  -3.71465  0.13957
H  1.91708  -2.28978  1.66473
H  -0.51080  0.11728  -2.59232
H  0.06557  4.58706  -0.48323
H  0.24375  5.87649  1.96141
H  1.58388  4.79504  3.99331
H  2.72850  2.30292  3.73447

---

No. 3
Computed, not measured: a structure of composition C17H14BF6N8NaS2Sb, with ωB97M-V/def2-TZVPD.

## Properties
LUMO (alpha / beta)	4.00 / 3.56	eV
energy	-79392.0291	eV
frontier orbital gap (alpha / beta)	7.07 / 6.79	eV
total charge	-2
ΔE to the lowest compared entry with this formula, charge and spin	7.1	kcal per mole
molecular weight	664.04	g/mol
spin multiplicity	2

Positions of all 50 atoms, in Å:
Na  -0.67396  -2.05171  -0.66439
S  -0.43676  -2.26393  2.74356
C  1.23092  -2.39574  3.00787
S  1.81569  -2.86036  1.48205
C  1.93867  -2.18070  4.17921
C  1.26873  -1.74544  5.36124
N  0.74092  -1.38140  6.32179
C  3.35688  -2.33653  4.21951
N  4.50358  -2.46089  4.26298
B  -1.51098  0.52669  -2.62603
N  -0.79196  -0.56315  -3.44840
C  -0.69160  -0.66626  -4.78270
C  0.15318  -1.71553  -5.08158
C  0.51767  -2.21791  -3.82392
N  -0.05491  -1.52855  -2.84891
N  -0.66260  1.84812  -2.60606
C  -1.10542  3.08643  -2.88524
C  -0.06186  3.97670  -2.69573
C  0.99523  3.15096  -2.27090
N  0.62782  1.87721  -2.22082
H  -2.56507  0.82733  -3.15745
H  -1.68315  0.11051  -1.49508
H  -1.22673  0.02648  -5.41292
H  0.43905  -2.08206  -6.05292
H  1.13091  -3.07109  -3.57637
H  -2.12346  3.23035  -3.21021
H  -0.06481  5.04178  -2.86205
H  2.00787  3.42071  -2.00758
N  -0.36856  3.26990  0.94560
C  -0.95175  2.07254  0.62671
N  -0.87537  1.18213  1.56669
C  -0.18039  1.81747  2.59271
C  0.21110  1.32422  3.83670
C  0.92789  2.16351  4.66868
C  1.25835  3.47183  4.27670
C  0.87945  3.97711  3.04495
C  0.15505  3.12422  2.21651
H  -0.21051  4.00980  0.28637
H  -1.39671  1.91767  -0.34351
H  -0.03632  0.30999  4.11967
H  1.24868  1.79806  5.63620
H  1.83176  4.09754  4.95078
H  1.14136  4.98427  2.74310
F  -1.97256  -3.62190  -0.11301
Sb  -1.53611  -5.06575  -1.29917
F  0.21783  -4.29818  -1.31613
F  -1.05385  -6.15239  0.15322
F  -1.03261  -6.38911  -2.54417
F  -3.30790  -5.70405  -1.20302
F  -2.02267  -3.89089  -2.69452

---

No. 4
Computed, not measured: an isolated molecule of C17H14BNO4 in a non-equilibrium geometry, with ωB97M-V/def2-TZVPD.

## Properties
SMILES string	O=c1c(O)cn(-c2cccc(-c3ccccc3)c2)cc1B(O)O
LUMO	0.30	eV
energy	-28215.8949	eV
frontier orbital gap	8.88	eV
molecular weight	307.11	g/mol

Positions of all 37 atoms, in Å:
O  -1.72171  4.49222  2.79684
C  -1.19739  3.65699  2.06801
C  0.17760  3.26081  2.35188
O  0.83911  3.97624  3.31880
C  0.76512  2.26515  1.62236
N  0.14312  1.61356  0.55485
C  0.85879  0.66127  -0.24877
C  1.80089  1.08614  -1.18194
C  2.44457  0.16976  -1.96361
C  2.16754  -1.16576  -1.80074
C  1.17784  -1.61180  -0.91579
C  0.81329  -3.03498  -0.82171
C  -0.50636  -3.38788  -0.57076
C  -0.89611  -4.70450  -0.44220
C  0.05798  -5.69613  -0.48872
C  1.39354  -5.39019  -0.66097
C  1.75760  -4.05845  -0.80688
C  0.54958  -0.66868  -0.13693
C  -1.11961  2.01168  0.22318
C  -1.75163  3.02336  0.90804
B  -2.98308  3.58910  0.14518
O  -3.42169  2.99867  -1.03773
O  -3.65039  4.70436  0.69005
H  0.23663  4.65923  3.61406
H  1.81025  2.07789  1.82857
H  1.95993  2.15028  -1.29616
H  3.24123  0.52324  -2.61253
H  2.71433  -1.87543  -2.38696
H  -1.27198  -2.65704  -0.55354
H  -1.92743  -4.96031  -0.23092
H  -0.28619  -6.72093  -0.45884
H  2.13455  -6.15574  -0.75592
H  2.79660  -3.79431  -0.95643
H  -0.14957  -0.99587  0.59462
H  -1.57218  1.64203  -0.65552
H  -4.26633  3.42450  -1.23816
H  -3.11842  4.89154  1.50524

---

No. 5
Computed, not measured: a structure of composition C17H14BrClInO2 in a non-equilibrium geometry, with ωB97M-V/def2-TZVPD.

## Properties
LUMO	1.94	eV
energy	-109690.3140	eV
frontier orbital gap	4.42	eV
total charge	-1
ΔE to the lowest compared entry with this formula, charge and spin	2.7	kcal per mole
molecular weight	480.47	g/mol

Positions of all 36 atoms, in Å:
C  -1.11229  -2.63192  -2.10696
C  -2.16465  -1.77800  -2.65084
C  -3.03489  -1.44173  -1.59890
H  -2.26770  -1.50505  -3.69808
C  -2.57266  -2.06556  -0.40547
C  -1.41832  -2.81471  -0.69251
H  -0.87451  -3.48105  -0.02223
H  -0.47052  -3.29106  -2.69809
H  -3.93446  -0.83868  -1.68494
H  -3.07228  -2.00757  0.56245
In  0.43687  -0.86166  -1.80120
Cl  0.54086  0.43835  -3.72627
C  -1.38814  2.59166  -0.65474
C  -2.37536  2.19828  0.29419
C  -3.54806  1.82839  -0.42443
H  -2.25259  2.18457  1.37000
C  -3.30889  2.05303  -1.81557
C  -1.96695  2.51411  -1.95746
H  -1.46904  2.75027  -2.89046
H  -0.38441  2.93405  -0.41981
H  -4.48203  1.47312  0.00406
H  -4.02462  1.88159  -2.61780
Br  0.80700  1.80598  2.56154
C  2.41962  0.84297  2.47049
C  3.43590  1.13864  3.38716
C  4.64052  0.41822  3.38640
C  4.77258  -0.70810  2.57731
C  3.73529  -1.06306  1.71952
C  2.60267  -0.25093  1.57075
C  1.73211  -0.49393  0.40134
O  2.06716  -1.42251  -0.44819
O  0.68934  0.21677  0.13875
H  3.29059  1.93460  4.11391
H  5.45036  0.72649  4.04321
H  5.68262  -1.31255  2.59934
H  3.81888  -1.96299  1.11352

---

No. 6
Computed, not measured: a structure of composition C17H14BrClO2Y in a non-equilibrium geometry, with ωB97M-V/def2-TZVPD.

## Properties
LUMO	2.81	eV
energy	-105563.7508	eV
frontier orbital gap	7.69	eV
total charge	-1
molecular weight	454.56	g/mol

Positions of all 36 atoms, in Å:
C  -2.23335  -1.47065  -1.74698
C  -1.60195  -1.66215  -2.99468
C  -1.36935  -0.38375  -3.55198
H  -1.32085  -2.60975  -3.42268
C  -1.81735  0.58975  -2.63188
C  -2.36355  -0.09595  -1.52338
H  -2.70675  0.36165  -0.61408
H  -2.46015  -2.24415  -1.03668
H  -0.91075  -0.18515  -4.50458
H  -1.72755  1.65835  -2.73268
Y  0.03155  -0.54635  -1.66108
Cl  0.18935  -2.49655  -0.12038
C  2.38035  -0.42545  -1.39268
C  2.00615  0.79795  -1.99018
C  1.51865  0.51955  -3.27408
H  1.99705  1.75485  -1.50108
C  1.60815  -0.87885  -3.48418
C  2.14815  -1.45935  -2.32808
H  2.26765  -2.51105  -2.14098
H  2.68675  -0.55895  -0.37118
H  1.09985  1.23895  -3.95858
H  1.27195  -1.41265  -4.35768
Br  2.08005  2.18525  1.87642
C  0.85545  1.47785  3.17592
C  1.06885  1.86205  4.50802
C  0.23405  1.40125  5.52642
C  -0.82835  0.55465  5.22412
C  -1.05865  0.16515  3.90472
C  -0.22475  0.61335  2.85662
C  -0.51245  0.13015  1.47772
O  -1.55595  -0.64325  1.28332
O  0.31165  0.36095  0.47162
H  1.88985  2.52085  4.75782
H  0.41115  1.69995  6.55122
H  -1.47455  0.19265  6.01472
H  -1.89045  -0.50115  3.71102